# 1
The following is a DFT calculation (wB97M-V/def2-TZVPD) of 3 unconnected molecules or ions with the total composition C6H14N2 in a non-equilibrium geometry.

```
22
Properties=species:S:1:pos:R:3:forces:R:3
C -0.90057 0.67194 0.18685 -0.093 0.176 -0.890
C 1.01249 -0.63654 -0.79594 0.261 -0.608 -1.677
C -1.18114 -0.11582 -0.94251 1.208 0.912 1.523
C -0.62134 2.14819 0.07174 -0.555 -0.115 0.084
C 1.02695 -1.68933 0.24887 -0.931 -0.528 0.816
C 2.15357 0.34346 -0.75926 -0.328 0.452 0.175
N -2.73994 -0.21054 1.17203 -0.225 -0.525 1.806
N -2.19126 -1.03960 1.84441 0.003 0.847 -0.396
H -0.39651 0.24730 1.05223 -0.551 -0.248 -0.111
H 0.89450 -1.01642 -1.80839 0.074 -0.219 0.088
H -2.69480 -1.37087 2.70664 -0.362 -0.005 -0.554
H -1.59780 0.38175 -1.81688 0.493 0.035 -0.089
H -1.57023 -1.11609 -0.79545 0.587 -0.194 -0.069
H 0.43917 2.35960 0.22600 0.052 -0.114 -0.113
H -1.13579 2.69171 0.87166 -0.081 0.001 -0.100
H -0.93129 2.55851 -0.89182 0.009 -0.001 0.090
H 0.07053 -1.76746 0.82750 0.297 0.038 -0.503
H 1.18433 -2.66808 -0.21160 0.106 -0.030 0.233
H 1.75165 -1.52995 1.05416 0.268 0.066 -0.362
H 2.07827 1.09633 -1.54663 -0.029 0.064 0.122
H 2.23573 0.83259 0.21663 -0.038 0.125 -0.071
H 3.11346 -0.17066 -0.91022 -0.166 -0.131 -0.002
```
Forces are in eV/Å.

The value obtained for the orbital gap (spin up / spin down) is 8.43 / 6.76 eV.

# 2
The following is a DFT calculation (wB97M-V/def2-TZVPD) of 2 unconnected molecules or ions with the total composition C6H14N2 in a non-equilibrium geometry.

```
22
Properties=species:S:1:pos:R:3:forces:R:3
C 2.13095 0.68517 0.39552 -0.205 -0.132 0.244
C 0.95026 -0.12740 0.91452 0.222 -0.052 -0.080
C 0.61454 -1.36075 0.06295 -1.756 -0.171 0.322
C -0.94576 -1.70669 0.19999 1.524 -0.438 0.106
N 1.02535 -1.19816 -1.30419 0.058 0.230 -0.740
H 1.89335 1.13347 -0.56139 0.056 0.069 -0.191
H 2.99864 0.04972 0.26755 0.221 -0.064 -0.083
H 2.37856 1.47799 1.09534 0.069 0.142 0.119
H 0.07737 0.52055 0.97857 -0.130 0.055 0.041
H 1.15639 -0.46712 1.93094 -0.072 0.035 0.082
H 1.15979 -2.22569 0.46036 -0.075 0.110 0.026
H -1.63014 -1.04589 -0.32509 0.263 0.397 -0.023
H -1.09868 -2.69106 -0.24073 -0.082 -0.162 0.061
H -1.20962 -1.76137 1.25474 -0.173 0.001 0.112
H 0.52551 -0.41703 -1.73924 0.267 -0.469 0.091
H 0.81891 -2.03657 -1.83692 0.010 0.116 0.013
C -2.06367 2.01415 0.12448 -0.195 0.002 0.716
C -1.32290 1.48260 -0.99060 0.418 0.474 -0.844
N -0.70778 1.22519 -1.92614 -0.254 -0.090 0.175
H -1.39339 2.61829 0.75040 -0.221 -0.146 -0.169
H -2.47215 1.20144 0.72689 0.021 0.062 0.020
H -2.88554 2.62916 -0.23794 0.034 0.032 0.004
```
Forces are in eV/Å.

The value obtained for the orbital gap is 9.35 eV.

# 3
The following is a DFT calculation (wB97M-V/def2-TZVPD) of a gas-phase ion, C6H14N2 (charge +3) in a non-equilibrium geometry.

```
22
Properties=species:S:1:pos:R:3:forces:R:3
C 1.68657 1.89300 0.56087 -1.087 2.502 3.043
C 1.36681 0.88412 -0.47181 -0.157 -0.623 -0.906
C -0.13660 0.54602 -0.60950 -0.801 0.628 -0.468
C -0.70372 -0.24160 0.49585 1.467 1.124 -0.354
C -1.70754 -1.18411 0.31802 -1.196 -1.733 -0.928
N -2.06371 -2.12145 1.31405 0.476 1.515 1.804
C -2.38957 -3.36993 1.18379 -0.969 -0.595 -0.478
N 1.77668 1.41113 -1.85886 0.502 -0.247 0.757
H 2.63831 2.44484 0.55339 0.219 -1.003 -0.226
H 1.49420 1.54647 1.61041 0.959 -0.639 -0.818
H 1.00317 2.76549 0.74745 -0.136 -0.481 -1.487
H 1.92052 -0.03570 -0.25365 0.169 0.138 -0.520
H -0.48392 0.24314 -1.62182 0.362 -0.885 0.323
H -0.60776 1.56161 -0.81433 -0.377 -0.321 1.163
H -0.11944 -0.19719 1.43294 -0.590 -0.115 -0.166
H -2.24224 -1.35986 -0.63602 0.502 0.326 0.358
H -2.04213 -1.71567 2.28607 -0.062 -0.631 -0.691
H -2.36140 -3.81641 0.17305 -0.044 0.051 0.523
H -2.77877 -3.95429 2.06149 0.678 0.540 -0.671
H 2.75776 1.69110 -1.77157 0.205 0.242 -0.170
H 1.75682 0.74560 -2.65287 -0.312 0.241 0.346
H 1.23597 2.26369 -2.04695 0.193 -0.034 -0.435
```
Forces are in eV/Å.

The multiplicity is 2. The net charge is +3. Its expectation value of S² is 0.76. The value obtained for the orbital gap (spin up / spin down) is 9.06 / 5.94 eV.

What ΔE to the lowest compared entry with this formula, charge and spin values result from the calculations? In sequence: 147.4, 14.9, 0.0 kcal/mol.